Version 1
Computed, not measured: a 3-piece molecular cluster, C4H9NO3 overall, with ωB97M-V/def2-TZVPD.

Properties
HOMO-LUMO gap: 0.318 Ha
E_HOMO: -7.77 eV

Structure (ORCA input):
```
! RIJCOSX wB97M-V def2-TZVPD def2/J DEFGRID3
* xyz 0 1
H -1.384 -2.910 1.490
H 0.789 -1.361 0.400
C -0.980 0.586 -0.618
C -0.971 -2.083 0.902
C 2.162 0.900 -0.288
O 0.332 -2.042 0.980
N -1.692 -1.296 0.202
O 1.869 1.802 -1.220
O 1.888 -0.284 -0.365
H -1.534 1.089 -1.405
H -2.683 -1.501 0.197
H 1.175 1.424 -1.792
H -0.179 0.871 1.335
H -0.473 -0.217 -1.138
H 2.928 1.305 0.384
C -0.472 1.342 0.408
H -0.775 2.375 0.529
*
```

Atom charges from the Löwdin analysis, given in e for atoms 1 to 5: number 1, H, carries 0.1292; number 2, H, carries 0.0743; number 3, C, carries -0.1421; number 4, C, carries -0.3333; number 5, C, carries -0.3681

=====

Version 2
Computed, not measured: a 2-piece molecular cluster, C4H9NO3 overall, with ωB97M-V/def2-TZVPD.

Properties
HOMO-LUMO gap: 0.377 Ha
E_HOMO: -10.05 eV

Structure (ORCA input):
```
! RIJCOSX wB97M-V def2-TZVPD def2/J DEFGRID3
* xyz 0 1
O -0.538 0.280 1.444
H -1.002 1.915 2.606
C -0.641 0.334 -1.429
H 0.178 2.188 1.312
H 0.812 -2.193 0.556
C -0.749 1.672 1.570
H -1.422 -0.413 1.242
H 3.573 -1.373 -1.201
H -1.627 0.791 -1.401
O 2.926 -1.721 -0.572
H 0.128 1.094 -1.300
O -1.585 -1.288 0.107
H -1.553 2.028 0.915
C 0.763 -1.403 -0.190
N 1.755 -1.049 -0.896
H -0.478 -0.141 -2.397
C -0.541 -0.720 -0.366
*
```

Atom charges from the Löwdin analysis, given in e for atoms 1 to 5: number 1, O, carries -0.1970; number 2, H, carries 0.0790; number 3, C, carries -0.0135; number 4, H, carries 0.0851; number 5, H, carries 0.1434

=====

Least stable structure: version 2

=====

Version 1
Computed, not measured: one molecule with the formula C4H9NO3, with ωB97M-V/def2-TZVPD.

Properties
HOMO-LUMO gap: 0.363 Ha
E_HOMO: -9.31 eV

Structure (ORCA input):
```
! RIJCOSX wB97M-V def2-TZVPD def2/J DEFGRID3
* xyz 0 1
H -0.737 2.375 -0.986
H 1.223 -0.089 2.021
C 1.748 0.419 1.218
H -0.290 2.220 0.594
C -0.244 0.582 -0.623
H -0.466 0.436 -1.729
C 1.313 0.314 -0.273
H -2.347 0.706 0.015
H 2.079 1.423 1.536
O -2.299 -0.241 0.339
H 1.783 1.176 -0.868
C -1.064 -0.654 0.076
H 2.686 -0.064 1.158
H 1.249 -1.579 -0.390
N -0.804 1.782 -0.151
O 1.622 -0.874 -0.957
O -0.582 -1.765 0.282
*
```

Atom charges from the Löwdin analysis, given in e for atoms 1 to 5: number 1, H, carries 0.1069; number 2, H, carries 0.0821; number 3, C, carries -0.0328; number 4, H, carries 0.0938; number 5, C, carries -0.2636

=====

Version 2
Computed, not measured: a 2-piece molecular cluster, C4H9NO3 overall, with ωB97M-V/def2-TZVPD.

Properties
HOMO-LUMO gap: 0.386 Ha
E_HOMO: -10.00 eV

Structure (ORCA input):
```
! RIJCOSX wB97M-V def2-TZVPD def2/J DEFGRID3
* xyz 0 1
H -2.349 -0.605 -0.033
C 0.299 -1.176 0.159
H 0.718 0.099 1.883
C 1.173 -0.670 1.262
H 1.153 1.990 -2.071
O -2.976 -0.771 0.678
H -0.674 -0.536 -1.563
H 2.099 -0.239 0.877
H -0.333 1.399 0.576
H -1.209 1.580 -0.851
H -2.977 -1.727 0.804
C -0.265 1.182 -0.494
O 1.783 2.380 -0.240
O 0.075 -2.357 0.004
H 1.411 -1.505 1.909
C 0.963 1.910 -0.987
N -0.180 -0.258 -0.740
*
```

Atom charges from the Löwdin analysis, given in e for atoms 1 to 5: number 1, H, carries -0.0061; number 2, C, carries -0.5442; number 3, H, carries 0.0842; number 4, C, carries 0.0104; number 5, H, carries 0.1234

=====

Version 3
Computed, not measured: C4H9NO3 as an isolated structure, with ωB97M-V/def2-TZVPD.

Properties
HOMO-LUMO gap: 0.295 Ha
E_HOMO: -7.40 eV

Structure (ORCA input):
```
! RIJCOSX wB97M-V def2-TZVPD def2/J DEFGRID3
* xyz 0 1
C 0.391 -0.499 0.076
H 0.396 -1.502 1.865
C -0.729 -1.175 -0.697
H 0.154 -0.687 -2.239
H 0.641 2.407 -0.402
H -1.882 1.002 -0.834
C -0.345 0.772 0.678
C 0.253 2.024 0.538
O -0.587 -1.298 -2.010
O -1.778 0.262 -0.212
O 1.354 -0.092 -0.864
H 0.187 2.762 1.326
H 1.675 0.762 -0.459
H -0.815 0.653 1.653
N 1.025 -1.290 1.099
H -1.334 -1.947 -0.236
H 1.392 -2.155 0.717
*
```

Atom charges from the Löwdin analysis, given in e for atoms 1 to 5: number 1, C, carries -0.5579; number 2, H, carries 0.0890; number 3, C, carries -0.0902; number 4, H, carries 0.1319; number 5, H, carries 0.0305

=====

Least stable structure: version 3

=====

Version 1
Computed, not measured: one molecule with the formula C4H9NO3, with ωB97M-V/def2-TZVPD.

Properties
HOMO-LUMO gap: 0.391 Ha
E_HOMO: -10.03 eV

Structure (ORCA input):
```
! RIJCOSX wB97M-V def2-TZVPD def2/J DEFGRID3
* xyz 0 1
H -0.767 -0.477 1.313
C 0.538 -0.067 -0.385
O -1.738 -0.132 -0.219
H -1.603 2.024 1.459
C -0.688 0.295 0.460
H 0.081 2.287 1.408
H -1.813 2.278 -1.011
N -0.777 2.509 -0.468
H 2.073 -1.054 -1.321
O 0.810 -1.996 0.884
H 0.066 -0.184 -1.439
O 2.125 -1.686 -0.819
C 1.082 -1.361 -0.054
H 0.980 0.718 -0.303
H -1.040 3.599 -0.374
H -2.394 -0.054 0.307
C -0.886 1.768 0.724
*
```

Atom charges from the Löwdin analysis, given in e for atoms 1 to 5: number 1, H, carries 0.1783; number 2, C, carries -0.0305; number 3, O, carries 0.0504; number 4, H, carries 0.0850; number 5, C, carries -0.4234

=====

Version 2
Computed, not measured: C4H9NO3 as an isolated structure, with ωB97M-V/def2-TZVPD.

Properties
HOMO-LUMO gap: 0.183 Ha
E_HOMO: -8.89 eV

Structure (ORCA input):
```
! RIJCOSX wB97M-V def2-TZVPD def2/J DEFGRID3
* xyz 0 1
H -1.400 -0.263 -0.979
H -0.866 1.292 2.627
C 0.044 1.152 -1.578
C 0.605 -0.840 -0.212
C -0.557 0.090 -0.390
O 0.790 1.665 1.578
H 1.287 -0.780 0.653
H -0.652 2.038 -1.533
N -1.263 0.569 0.751
H -0.007 -1.802 0.251
H 1.006 1.531 -1.166
O 0.108 0.571 -2.728
H 0.115 -4.055 0.910
O 0.131 -3.159 0.564
H 0.964 -1.236 -1.149
H 0.158 2.060 0.793
C -0.462 1.166 1.607
*
```

Atom charges from the Löwdin analysis, given in e for atoms 1 to 5: number 1, H, carries 0.1556; number 2, H, carries 0.1486; number 3, C, carries -0.3026; number 4, C, carries 0.0233; number 5, C, carries -0.2800

=====

Version 3
Computed, not measured: one molecule with the formula C4H9NO3, with ωB97M-V/def2-TZVPD.

Properties
HOMO-LUMO gap: 0.406 Ha
E_HOMO: -10.23 eV

Structure (ORCA input):
```
! RIJCOSX wB97M-V def2-TZVPD def2/J DEFGRID3
* xyz 0 1
H -0.026 1.989 -0.202
H -2.192 0.190 -1.368
H 1.311 -1.487 -0.105
C 2.699 -0.213 0.224
N -1.505 0.024 0.524
H 2.425 1.906 -0.246
C 0.517 1.138 0.219
C -2.570 -0.066 -0.367
O -3.700 -0.355 -0.065
H 0.614 1.286 1.302
H 3.758 -0.094 -0.089
H -1.577 -0.475 1.422
H 1.821 0.797 -1.501
O 2.273 -1.485 -0.172
O -0.263 -0.051 -0.042
H 2.646 -0.121 1.337
C 1.900 0.969 -0.407
*
```

Atom charges from the Löwdin analysis, given in e for atoms 1 to 5: number 1, H, carries 0.1210; number 2, H, carries 0.1409; number 3, H, carries 0.0682; number 4, C, carries -0.2759; number 5, N, carries 0.0006

=====

Least stable structure: version 2

=====

Version 1
Computed, not measured: a 2-piece molecular cluster, C4H9NO3 overall, with ωB97M-V/def2-TZVPD.

Properties
HOMO-LUMO gap: 0.359 Ha
E_HOMO: -9.14 eV

Structure (ORCA input):
```
! RIJCOSX wB97M-V def2-TZVPD def2/J DEFGRID3
* xyz 0 1
C 1.446 0.400 0.813
O 2.938 -1.601 -0.663
O -6.424 -1.153 -0.549
C 1.948 -1.089 -1.113
H 1.235 -1.635 -1.767
N 0.346 0.713 -1.502
O 0.171 1.425 2.593
H -6.325 -1.666 0.289
C 1.518 0.322 -0.728
C 0.304 1.274 1.416
H 2.416 0.801 1.089
H 2.279 1.035 -1.050
H -0.560 0.291 -1.365
H 1.232 -0.539 1.318
H -7.290 -0.785 -0.511
H -0.361 1.689 0.636
H 0.503 1.278 -2.307
*
```

Atom charges from the Löwdin analysis, given in e for atoms 1 to 5: number 1, C, carries -0.0856; number 2, O, carries 0.0609; number 3, O, carries -0.0649; number 4, C, carries -0.2309; number 5, H, carries 0.1239

=====

Version 2
Computed, not measured: one molecule with the formula C4H9NO3, with ωB97M-V/def2-TZVPD.

Properties
HOMO-LUMO gap: 0.382 Ha
E_HOMO: -9.74 eV

Structure (ORCA input):
```
! RIJCOSX wB97M-V def2-TZVPD def2/J DEFGRID3
* xyz 0 1
C -1.302 -0.981 0.865
H -1.458 -1.858 0.230
H -2.050 -0.235 0.589
H -1.910 1.720 -1.950
O 1.017 -1.363 1.221
C -0.327 1.278 -0.934
N 1.872 0.347 -0.779
H 0.160 0.445 1.433
C 0.069 -0.425 0.753
H 1.821 -0.945 1.583
H 2.387 -0.498 -0.468
H -1.545 -1.236 1.894
O -0.082 2.406 -0.581
C 0.472 0.049 -0.641
O -1.414 0.909 -1.651
H 0.155 -0.707 -1.416
H 2.135 1.093 -0.148
*
```

Atom charges from the Löwdin analysis, given in e for atoms 1 to 5: number 1, C, carries -0.0339; number 2, H, carries 0.0976; number 3, H, carries 0.0849; number 4, H, carries 0.1545; number 5, O, carries -0.0393

=====

Least stable structure: version 1